(1)
Here is a molecular structure, C33H41GeN2O3TeW from the OMol25 dataset. Energies are from the ωB97M-V functional and the def2-TZVPD basis.

```
! wB97M-V def2-TZVPD RIJCOSX def2/J DEFGRID3
* xyz 3 3
W 4.167 18.737 10.623
N 4.702 18.256 8.716
N 5.813 18.905 9.322
H 4.948 17.301 8.430
H 4.271 18.846 8.010
H 6.071 19.768 8.840
H 6.629 18.283 9.385
C 5.392 16.899 14.783
Te 5.096 17.213 12.464
C 4.505 15.053 12.751
C 4.439 14.704 14.161
C 3.861 13.455 14.467
C 3.533 13.074 15.749
C 3.771 14.008 16.761
C 4.420 15.230 16.477
C 4.799 15.577 15.207
H 4.863 17.762 15.269
H 6.445 17.047 15.035
H 5.320 14.545 12.179
H 3.480 14.985 12.248
H 3.504 12.803 13.626
H 3.082 12.075 15.961
H 3.549 13.732 17.809
H 4.582 16.015 17.216
C 9.555 17.825 5.720
C 9.168 16.509 6.242
O 8.130 15.896 5.380
C 7.495 14.957 6.306
C 6.372 14.132 5.683
H 10.100 17.681 4.762
H 10.113 18.524 6.375
H 8.618 18.419 5.541
H 8.725 16.581 7.247
H 9.981 15.784 6.330
H 7.077 15.539 7.175
H 8.316 14.331 6.762
H 5.863 14.786 4.967
H 5.721 13.671 6.475
H 6.914 13.325 5.094
O 1.958 14.236 11.210
C 2.597 13.450 10.451
O 3.193 12.369 10.804
C 2.517 13.630 8.897
C 2.304 15.006 8.246
Ge 0.961 16.091 9.170
C 1.391 17.948 9.851
C 1.868 18.071 11.236
C 2.353 19.270 11.746
C 2.706 20.340 10.809
C 1.828 20.378 9.662
C 1.168 19.251 9.276
C -0.187 16.792 7.729
C -0.307 16.258 6.425
C -1.112 16.897 5.517
C -2.007 17.894 5.878
C -1.983 18.357 7.166
C -1.004 17.856 8.067
C -0.277 15.114 10.357
C -0.416 13.739 10.236
C -1.565 13.160 10.742
C -2.586 13.904 11.272
C -2.414 15.268 11.424
C -1.184 15.889 11.049
H 1.762 12.961 8.440
H 3.471 13.240 8.513
H 1.981 14.928 7.202
H 3.211 15.624 8.300
H 1.769 17.244 11.902
H 2.564 19.482 12.793
H 3.137 21.303 11.197
H 1.709 21.304 9.112
H 0.548 19.335 8.327
H 0.333 15.411 6.111
H -1.018 16.564 4.473
H -2.743 18.181 5.131
H -2.636 19.176 7.485
H -0.969 18.132 9.104
H 0.247 13.132 9.642
H -1.725 12.084 10.717
H -3.560 13.405 11.437
H -3.138 15.887 11.942
H -1.082 17.007 11.175
*
```

## Properties
Max |F| in Eh/bohr: 0.09285
E_HOMO (alpha / beta) in eV: -15.793 / -15.793
Kohn-Sham gap (alpha / beta) in eV: 4.306 / 4.501

(2)
Here is a molecular structure, C33H41IrN3O7SSi from the OMol25 dataset. Energies are from the ωB97M-V functional and the def2-TZVPD basis.

```
! wB97M-V def2-TZVPD RIJCOSX def2/J DEFGRID3
* xyz 2 2
Ir -0.834 0.708 -0.781
C 3.598 1.225 -1.271
C 2.344 0.506 -1.731
C 2.537 -0.993 -1.820
C 1.800 1.079 -3.020
O 1.294 0.812 -0.650
Si 1.571 0.765 1.037
S -0.635 0.973 1.388
O 2.195 -0.659 1.345
C 2.763 -1.231 2.584
C 1.886 -0.807 3.746
C 2.729 -2.733 2.372
C 4.185 -0.713 2.708
O 2.354 1.985 1.658
C 2.269 3.351 2.163
C 1.462 4.178 1.175
C 3.702 3.845 2.256
C 1.605 3.294 3.526
H 4.360 1.122 -2.044
H 4.006 0.794 -0.355
H 3.415 2.288 -1.117
H 3.363 -1.174 -2.510
H 1.659 -1.488 -2.235
H 2.787 -1.430 -0.858
H 2.336 0.614 -3.849
H 1.952 2.155 -3.099
H 0.747 0.830 -3.175
H 0.852 -1.112 3.576
H 1.940 0.272 3.912
H 2.227 -1.289 4.662
H 1.702 -3.086 2.283
H 3.193 -3.234 3.222
H 3.286 -3.005 1.476
H 4.203 0.375 2.756
H 4.791 -1.045 1.864
H 4.638 -1.100 3.621
H 1.943 4.168 0.196
H 1.408 5.213 1.512
H 0.438 3.802 1.090
H 4.181 3.827 1.278
H 4.277 3.223 2.941
H 3.718 4.869 2.628
H 0.591 2.892 3.457
H 1.534 4.296 3.948
H 2.186 2.681 4.213
O -5.841 -4.717 0.952
C -6.213 -3.761 0.086
O -7.245 -3.827 -0.511
C -5.274 -2.596 -0.101
C -4.352 -2.189 0.862
C -3.538 -1.092 0.635
C -3.675 -0.409 -0.569
C -4.588 -0.793 -1.542
C -5.391 -1.891 -1.297
N -2.867 0.735 -0.797
C -3.418 1.853 -1.107
C -2.547 2.966 -1.437
C -3.014 4.205 -1.835
C -2.090 5.175 -2.208
C -0.741 4.870 -2.173
C -0.340 3.610 -1.752
N -1.217 2.679 -1.390
H -4.936 -4.589 1.257
H -4.279 -2.693 1.818
H -2.856 -0.748 1.410
H -4.640 -0.277 -2.494
H -6.120 -2.221 -2.025
H -4.498 1.959 -1.148
H -4.076 4.405 -1.863
H -2.427 6.151 -2.526
H 0.008 5.592 -2.465
H 0.703 3.333 -1.696
O -0.704 -2.242 1.407
C -0.706 -2.335 0.208
N -0.733 -1.266 -0.680
C -0.908 -1.642 -1.957
O -1.030 -0.720 -2.776
C -0.911 -3.118 -2.009
C -1.033 -4.011 -3.050
C -0.999 -5.369 -2.727
C -0.853 -5.793 -1.412
C -0.740 -4.881 -0.360
C -0.769 -3.544 -0.681
H -1.149 -3.679 -4.072
H -1.089 -6.105 -3.513
H -0.829 -6.853 -1.201
H -0.630 -5.213 0.664
*
```

## Properties
Max |F| in Eh/bohr: 0.01625
E_HOMO (alpha / beta) in eV: -14.472 / -14.467
Kohn-Sham gap (alpha / beta) in eV: 7.166 / 5.936
ΔE to the lowest compared entry with this formula, charge and spin in kJ/mol: 0.00

(3)
Here is a molecular structure, C33H41MgN10OS from the OMol25 dataset. Energies are from the ωB97M-V functional and the def2-TZVPD basis.

```
! wB97M-V def2-TZVPD RIJCOSX def2/J DEFGRID3
* xyz 1 1
Mg -0.139 -0.465 0.413
C 0.806 -3.398 1.190
N 1.095 -2.377 0.161
C 2.549 -2.159 0.145
C 0.566 -2.833 -1.130
C 1.329 -3.595 -1.991
C 0.829 -3.999 -3.228
C -0.450 -3.613 -3.581
C -1.237 -2.859 -2.717
C -0.774 -2.466 -1.451
N -1.406 -1.708 -0.500
C -2.742 -1.432 -0.326
C -3.828 -1.726 -1.161
C -5.120 -1.327 -0.835
C -5.384 -0.631 0.330
C -4.332 -0.376 1.206
C -3.048 -0.766 0.893
N -1.949 -0.628 1.855
C -2.141 0.476 2.808
C -1.899 -1.900 2.608
H 1.433 -4.282 1.038
H 1.006 -2.990 2.182
H -0.234 -3.698 1.117
H 3.106 -3.088 -0.005
H 2.815 -1.445 -0.633
H 2.845 -1.759 1.114
H 2.329 -3.897 -1.708
H 1.433 -4.604 -3.889
H -0.854 -3.898 -4.545
H -2.215 -2.556 -3.053
H -3.686 -2.284 -2.070
H -5.929 -1.569 -1.513
H -6.390 -0.323 0.579
H -4.535 0.129 2.142
H -2.859 0.215 3.591
H -1.190 0.722 3.282
H -2.512 1.357 2.290
H -2.798 -2.013 3.222
H -1.855 -2.724 1.904
H -1.022 -1.935 3.252
C 4.412 2.693 -2.751
C 5.141 1.769 -2.007
C 4.650 1.303 -0.800
C 3.419 1.765 -0.346
C 2.684 2.677 -1.088
C 3.183 3.144 -2.295
N 2.835 1.369 0.900
N 3.559 0.667 1.626
C 2.952 0.344 2.884
C 3.753 0.511 4.004
C 3.213 0.237 5.246
C 1.909 -0.230 5.308
C 1.212 -0.397 4.125
N 1.708 -0.114 2.915
H 4.810 3.065 -3.686
H 6.100 1.420 -2.367
H 5.206 0.589 -0.207
H 1.723 3.004 -0.713
H 2.614 3.858 -2.876
H 4.767 0.864 3.881
H 3.798 0.376 6.145
H 1.442 -0.480 6.250
H 0.204 -0.784 4.149
C -3.542 4.333 -1.973
C -3.701 3.157 -1.009
C -2.445 2.841 -0.267
N -1.815 1.728 -0.354
N -0.698 1.662 0.448
C -0.483 2.763 1.111
N 0.536 2.922 1.990
S -1.663 3.984 0.803
H -4.461 4.485 -2.536
H -2.734 4.150 -2.682
H -3.322 5.259 -1.440
H -3.981 2.247 -1.541
H -4.494 3.368 -0.289
H 1.354 2.334 1.839
H 0.697 3.836 2.376
C -0.452 0.845 -3.197
C 0.679 0.097 -2.558
N 1.524 -0.545 -3.363
O 0.819 0.061 -1.329
H -0.281 1.028 -4.257
H -0.608 1.782 -2.669
H -1.357 0.247 -3.072
H 1.347 -0.604 -4.351
H 2.173 -1.204 -2.961
*
```

## Properties
Max |F| in Eh/bohr: 0.01010
E_HOMO in eV: -8.817
Kohn-Sham gap in eV: 5.610
ΔE to the lowest compared entry with this formula, charge and spin in kJ/mol: 27.37

(4)
Here is 11 unconnected molecules or ions with the total composition C33H41N11O2S2 from the OMol25 dataset. Energies are from the ωB97M-V functional and the def2-TZVPD basis.

```
! wB97M-V def2-TZVPD RIJCOSX def2/J DEFGRID3
* xyz 0 1
O 1.141 5.718 -0.525
S 0.836 4.393 -0.992
O -0.547 3.976 -0.995
C 1.517 4.106 -2.611
C 1.430 2.631 -2.906
C 0.329 2.111 -3.583
C 0.259 0.750 -3.833
C 1.281 -0.095 -3.428
C 2.389 0.408 -2.747
C 2.452 1.777 -2.485
S 3.879 2.370 -1.607
C 4.065 1.008 -0.486
C 4.439 1.216 0.837
C 4.586 0.127 1.686
C 4.342 -1.152 1.200
C 3.965 -1.361 -0.117
C 3.823 -0.273 -0.975
N 3.428 -0.437 -2.318
H 1.536 3.486 -0.266
H 0.929 4.698 -3.311
H 2.543 4.468 -2.588
H -0.464 2.786 -3.881
H -0.582 0.269 -4.323
H 1.230 -1.156 -3.627
H 4.603 2.233 1.171
H 4.863 0.287 2.719
H 4.431 -2.011 1.852
H 3.785 -2.364 -0.488
H 3.212 -1.408 -2.519
C -1.056 5.102 2.084
C -1.606 4.553 3.318
N -2.029 4.113 4.289
H -0.078 5.538 2.281
H -0.961 4.319 1.335
H -1.711 5.880 1.696
C -4.298 4.621 0.618
C -4.750 5.974 0.318
N -5.098 7.042 0.092
H -3.606 4.282 -0.152
H -3.795 4.611 1.583
H -5.152 3.946 0.657
C 0.187 -4.605 -4.121
C 1.255 -3.965 -3.366
N 2.079 -3.431 -2.775
H 0.073 -5.643 -3.821
H -0.741 -4.065 -3.949
H 0.419 -4.571 -5.183
C -2.372 -1.911 -1.805
C -2.019 -1.766 -3.211
N -1.734 -1.639 -4.315
H -1.501 -1.698 -1.187
H -3.170 -1.215 -1.554
H -2.711 -2.927 -1.610
C 4.496 -4.762 3.371
C 4.912 -4.691 1.979
N 5.249 -4.632 0.886
H 5.358 -4.920 4.017
H 4.010 -3.830 3.658
H 3.789 -5.578 3.509
C -5.003 4.633 6.037
C -6.338 4.457 5.479
N -7.382 4.289 5.036
H -4.945 5.576 6.578
H -4.772 3.816 6.717
H -4.272 4.632 5.231
C -7.790 5.674 2.034
C -8.030 4.688 0.988
N -8.205 3.898 0.176
H -7.728 6.668 1.595
H -8.587 5.644 2.773
H -6.852 5.447 2.533
C 1.414 -1.174 3.129
C 2.450 -1.334 4.141
N 3.277 -1.486 4.922
H 1.083 -2.156 2.790
H 0.568 -0.633 3.548
H 1.816 -0.619 2.282
C 1.027 -7.794 3.138
C 0.975 -6.371 2.827
N 0.934 -5.251 2.583
H 1.584 -8.319 2.365
H 1.518 -7.945 4.098
H 0.018 -8.197 3.187
C 1.959 -6.632 -7.316
C 1.141 -7.144 -6.223
N 0.496 -7.549 -5.365
H 2.241 -7.448 -7.978
H 1.399 -5.891 -7.883
H 2.861 -6.170 -6.917
*
```

## Properties
Max |F| in Eh/bohr: 0.01320
E_HOMO in eV: -7.953
Kohn-Sham gap in eV: 7.962
ΔE to the lowest compared entry with this formula, charge and spin in kJ/mol: 0.00
Structure (SMILES): O=[SH](=O)Cc1cccc2c1Sc1ccccc1N2.CC#N.CC#N.CC#N.CC#N.CC#N.CC#N.CC#N.CC#N.CC#N.CC#N